Below is 7 unconnected molecules or ions with the total composition C8H32N2O7, with properties calculated with wB97M-V/def2-TZVPD.

Element x y z (Å)
O (-2.45264, -0.13269, -2.51712)
H (-2.24720, -0.37107, -1.61313)
H (-3.23484, 0.41483, -2.44909)
O (-1.05605, 3.23227, 0.80517)
H (-1.73770, 3.87020, 0.59392)
H (-0.23966, 3.73013, 0.76181)
O (-5.85894, 0.58216, 0.70400)
H (-5.00417, 0.30802, 0.37165)
H (-5.67417, 0.94696, 1.56946)
O (-2.88481, 3.07004, 3.27664)
H (-2.21126, 3.31759, 2.64316)
H (-2.50253, 3.28146, 4.12834)
O (-2.24503, 0.69968, 0.88717)
H (-1.84000, 0.39963, 1.70089)
H (-1.87357, 1.56964, 0.74076)
C (2.32431, 1.80056, -6.38973)
C (2.67633, 1.88827, -4.92290)
C (1.46748, 1.61369, -4.07438)
O (1.40462, 2.03554, -2.72435)
C (0.16055, 1.70838, -2.04203)
N (3.74060, 0.98602, -4.58963)
H (2.50013, 0.80712, -6.80238)
H (2.95762, 2.57174, -6.82824)
H (1.30232, 2.12924, -6.57838)
H (2.92290, 2.92432, -4.69073)
H (1.22193, 0.56661, -4.25167)
H (0.57161, 1.98685, -4.57064)
H (-0.30489, 0.74292, -2.24041)
H (-0.62832, 2.34756, -2.43853)
H (0.20412, 1.83269, -0.96002)
H (4.04695, 1.02263, -3.62791)
H (3.60170, 0.03555, -4.90174)
C (-0.18544, -1.91708, 2.22213)
C (0.11621, -1.96649, 3.70297)
C (0.89651, -3.27070, 4.04787)
O (0.18484, -4.53589, 3.96281)
C (1.02042, -5.69340, 4.18863)
N (0.81837, -0.83975, 4.06939)
H (-1.06467, -2.48409, 1.91623)
H (0.68777, -1.99378, 1.57428)
H (-0.69523, -1.01059, 1.89581)
H (-0.78586, -2.09106, 4.30199)
H (1.23416, -3.24084, 5.08383)
H (1.84178, -3.28719, 3.50538)
H (0.51901, -6.65989, 4.13777)
H (1.91297, -5.66371, 4.81357)
H (1.58519, -5.82677, 3.26595)
H (1.33180, -1.00335, 4.92364)
H (1.47477, -0.43399, 3.41777)

The value obtained for the energy above the lowest of the compared OMol25 structures with the same formula, charge and spin is 2.746 eV. Its molecular weight is 268.4 g mol⁻¹. As for the LUMO energy: -0.0010 hartree. As for the max |F|: 3.8 eV/A. The orbital gap comes out at 8.813 eV. As for the structure (SMILES): COC[C@H](C)N.COC[C@H](C)N.O.O.O.O.O. As for the total charge: 0.